1.
{"formula": "C19H25BeN2S6Se2", "method": "ωB97M-V/def2-TZVPD", "elements": ["C", "C", "S", "H", "C", "C", "H", "H", "C", "C", "H", "H", "S", "H", "H", "C", "N", "H", "H", "S", "C", "C", "C", "H", "N", "H", "H", "C", "H", "Se", "S", "H", "Be", "S", "H", "C", "H", "H", "C", "H", "H", "C", "Se", "C", "C", "C", "C", "H", "H", "C", "S", "H", "H", "H", "H"], "positions_angstrom": [[-4.00, 0.32, -3.12], [0.62, -0.09, -3.42], [0.53, 1.04, 5.00], [-0.41, -4.05, 0.99], [-2.68, -0.60, -1.33], [-0.50, 0.07, 2.75], [4.73, 2.70, 0.31], [-3.36, 2.30, -3.69], [-3.19, 1.45, -3.04], [0.64, 0.20, 3.46], [2.59, 3.86, 3.84], [0.23, -5.44, 0.04], [-2.00, 2.17, 6.09], [0.47, 3.45, 2.61], [2.66, 2.32, -0.71], [3.83, 2.87, 0.88], [-1.89, 0.48, -1.28], [-1.53, 2.37, -2.05], [-4.85, -0.48, -4.90], [0.04, 2.60, -0.13], [-0.47, -4.61, 0.06], [1.43, 3.28, 2.15], [2.61, 3.52, 2.82], [2.34, -3.69, -0.71], [2.66, 2.65, 0.26], [-4.32, -1.62, -2.24], [-1.48, -4.97, -0.09], [1.69, -2.82, -0.74], [1.97, -2.03, 4.73], [1.44, 0.00, -1.66], [-1.94, 0.75, 3.48], [-0.09, -0.92, -3.45], [-0.52, 0.54, -0.22], [2.19, -0.44, 2.94], [0.10, 0.85, -3.58], [1.45, 2.82, 0.84], [1.40, -0.21, -4.17], [-6.02, -0.14, -3.63], [-5.11, 0.22, -4.11], [2.31, -2.11, -2.68], [1.54, -2.43, 0.27], [2.06, -2.11, 3.65], [-0.06, -3.40, -1.40], [3.84, 3.30, 2.18], [-3.72, -0.72, -2.23], [2.31, -1.78, -1.64], [-1.19, 1.38, 4.93], [-2.48, -1.37, -0.62], [2.96, -2.65, 3.39], [-2.16, 1.49, -2.13], [-0.67, -0.83, 1.27], [4.77, 3.47, 2.69], [-5.32, 1.19, -4.57], [1.18, -2.60, 3.23], [3.33, -1.58, -1.33]], "multiplicity": 1, "relative_energy_kj_mol": 0.0, "homo_lumo_gap_ha": 0.2468, "charge": 1, "max_force_ev_per_a": 0.5, "homo_ev": -10.03, "lumo_ev": -3.3}

2.
{"formula": "C15H18N5O2RuS5", "method": "ωB97M-V/def2-TZVPD", "elements": ["N", "C", "C", "H", "C", "H", "H", "H", "N", "C", "C", "C", "N", "H", "C", "C", "S", "H", "O", "C", "H", "N", "H", "H", "C", "H", "C", "S", "C", "N", "H", "C", "H", "H", "S", "H", "H", "H", "O", "H", "S", "C", "C", "Ru", "H", "S"], "positions_angstrom": [[0.70, -0.16, -0.49], [1.24, -2.79, -2.72], [1.51, -4.15, -2.68], [4.93, -0.64, -1.70], [-2.51, 3.93, 1.02], [5.67, 0.12, 0.59], [-1.52, -2.73, -0.76], [-3.26, 3.26, -0.91], [-0.95, 1.85, 1.28], [3.64, 0.18, 1.29], [-3.65, 3.55, 0.07], [4.20, -0.40, -0.92], [2.36, 0.05, 0.96], [-2.26, 4.56, 3.09], [-0.67, -3.14, -1.28], [0.15, -2.29, -2.02], [-1.58, -1.50, 3.93], [-4.24, 2.73, 0.47], [-1.48, -0.32, -1.57], [-0.39, -4.49, -1.23], [2.35, -4.55, -3.23], [1.05, -6.34, -1.79], [-3.73, 5.16, 2.30], [1.84, -2.12, -3.31], [-1.63, 2.76, 1.18], [-4.30, 4.42, -0.07], [-1.69, 5.09, 0.45], [0.63, 0.76, 3.72], [0.72, -5.01, -1.91], [2.94, -0.52, -1.28], [3.86, 0.41, 2.32], [2.03, -0.23, -0.34], [1.65, -6.74, -2.50], [-3.64, 3.48, 2.83], [-1.13, -1.46, 1.94], [-0.88, 5.36, 1.12], [-1.26, 4.83, -0.52], [-2.34, 5.95, 0.32], [0.51, 0.10, -2.99], [-1.02, -5.15, -0.66], [-0.09, -0.56, -1.87], [-3.07, 4.30, 2.40], [4.63, -0.01, 0.35], [0.31, 0.24, 1.56], [0.34, -6.96, -1.44], [0.03, -0.88, 4.97]], "multiplicity": 2, "relative_energy_kj_mol": 103.4, "homo_lumo_gap_ha": [0.2222, 0.2083], "max_force_ev_per_a": 1.7, "s2": 1.008, "homo_ev": [-7.14, -7.21], "lumo_ev": [-1.1, -1.5]}

3.
{"formula": "H35O17", "method": "ωB97M-V/def2-TZVPD", "elements": ["H", "O", "H", "O", "O", "H", "H", "H", "H", "H", "H", "H", "O", "H", "H", "O", "H", "H", "O", "H", "H", "O", "H", "O", "O", "O", "H", "H", "O", "H", "H", "H", "H", "O", "O", "H", "H", "H", "O", "H", "O", "H", "O", "H", "H", "O", "H", "H", "H", "H", "H", "H"], "positions_angstrom": [[-2.47, -2.04, -3.74], [-2.10, -1.28, -3.29], [2.77, -0.86, 0.07], [2.90, -2.76, -1.04], [-4.13, 2.78, 1.08], [-1.51, 4.19, 2.62], [2.79, -1.90, 1.17], [0.13, -0.48, 0.20], [-3.01, 1.37, 0.74], [-2.82, -0.67, -3.07], [-0.30, -1.23, -1.11], [1.66, 3.93, -3.18], [-1.04, 3.43, -1.47], [2.85, -2.45, -1.97], [-3.54, 3.55, 1.16], [-2.20, -1.07, 2.44], [1.51, 0.69, 2.56], [1.02, -2.51, 1.39], [3.23, -0.98, 1.00], [-2.79, -2.45, -0.24], [-3.54, 0.51, -0.47], [-1.87, -2.16, -0.13], [-1.56, 3.77, -2.20], [0.71, -1.76, 1.90], [0.31, 0.41, 3.54], [1.32, -1.16, -3.15], [-2.61, -0.55, 1.74], [2.15, -4.07, 1.17], [3.04, -3.69, 1.13], [-0.20, 3.13, -1.89], [3.25, 1.06, -0.75], [-4.42, 2.53, 1.97], [1.24, 1.05, 1.16], [2.04, 0.98, 1.71], [2.65, 0.35, -0.98], [-0.57, 0.46, 3.08], [1.10, -0.47, -3.79], [3.64, -2.23, -0.74], [0.43, -0.80, -0.66], [-1.00, 3.47, 1.29], [-3.01, 0.49, 0.33], [0.12, -0.31, 4.15], [0.95, 3.32, -3.40], [2.07, 0.27, -1.75], [-0.23, -1.50, 2.01], [-1.50, 3.36, 2.11], [2.72, -0.24, 1.68], [0.71, 3.57, -4.30], [-2.10, -1.30, 0.21], [0.71, -1.91, -3.31], [3.32, -4.08, 0.29], [-2.82, -1.76, 2.73]], "multiplicity": 2, "relative_energy_kj_mol": 38.6, "homo_lumo_gap_ha": [0.0916, 0.3748], "max_force_ev_per_a": 3.0, "s2": 0.751, "homo_ev": [-2.16, -10.12], "lumo_ev": [0.3, 0.1]}

4.
{"formula": "C25H12Cl4F5HgN2O2", "method": "ωB97M-V/def2-TZVPD", "elements": ["C", "C", "H", "H", "C", "H", "F", "F", "C", "C", "C", "C", "Hg", "C", "H", "C", "C", "Cl", "C", "H", "H", "C", "H", "C", "C", "F", "C", "Cl", "C", "Cl", "C", "F", "C", "C", "C", "H", "Cl", "F", "C", "C", "N", "C", "O", "H", "H", "C", "N", "O", "C", "H", "H"], "positions_angstrom": [[0.20, -2.66, -4.42], [1.78, -0.07, 2.26], [1.38, -1.64, -2.26], [-3.19, -3.30, -1.35], [-1.31, -2.50, -0.58], [-0.96, 0.12, 4.72], [3.78, 2.42, 3.98], [3.96, -2.30, 4.07], [3.76, 0.09, 4.20], [-2.06, 1.44, 1.75], [3.22, 1.25, 3.69], [-2.15, -3.00, -1.56], [0.67, -0.25, 0.43], [0.55, 1.57, -2.20], [-2.70, -1.48, 4.21], [0.08, 2.48, -3.20], [3.29, -1.16, 3.79], [-1.35, 3.28, -2.84], [2.73, 1.37, -3.66], [-4.27, -1.03, 2.30], [-1.55, -2.57, 0.47], [-1.55, 0.33, 3.84], [-0.55, 2.12, 3.15], [-3.38, -0.41, 2.43], [-3.86, 0.78, 0.23], [4.87, 0.13, 4.97], [2.27, 1.15, 2.65], [3.05, 2.61, -5.97], [-2.53, -0.64, 3.53], [4.35, 0.83, -3.73], [-3.11, 0.59, 1.52], [1.87, 2.29, 2.05], [0.41, -2.07, -2.11], [-0.36, -2.60, -3.12], [2.01, 1.04, -2.41], [-2.26, -3.35, -3.67], [0.31, 3.94, -5.43], [1.57, -2.36, 2.60], [0.84, 2.77, -4.34], [2.13, 2.20, -4.61], [0.61, -2.85, -5.50], [-1.33, 1.38, 2.95], [2.54, 0.36, -1.52], [-3.15, 1.09, -0.56], [-4.66, 1.51, 0.31], [2.20, -1.22, 2.92], [-0.16, -1.89, -0.87], [-0.16, 1.20, -1.22], [-1.64, -3.02, -2.89], [-1.83, 2.23, 1.06], [-4.35, -0.19, -0.09]], "multiplicity": 2, "relative_energy_kj_mol": 0.0, "homo_lumo_gap_ha": [0.1401, 0.1632], "charge": -2, "max_force_ev_per_a": 4.2, "s2": 0.765, "homo_ev": [0.34, -0.29], "lumo_ev": [4.1, 4.1]}

5.
{"formula": "C34H69F3N4O11PSi", "method": "ωB97M-V/def2-TZVPD", "elements": ["O", "H", "H", "C", "H", "H", "N", "H", "C", "H", "H", "H", "Si", "C", "O", "C", "H", "P", "C", "O", "C", "H", "H", "C", "F", "H", "C", "C", "C", "H", "F", "H", "H", "H", "H", "H", "O", "H", "H", "H", "C", "H", "C", "C", "H", "C", "H", "H", "H", "H", "H", "H", "H", "C", "H", "H", "H", "H", "H", "C", "H", "H", "H", "H", "H", "O", "C", "H", "C", "H", "O", "O", "C", "H", "H", "H", "H", "N", "N", "C", "H", "H", "H", "C", "H", "C", "C", "C", "H", "H", "C", "F", "O", "H", "H", "H", "H", "N", "C", "H", "C", "C", "H", "H", "H", "H", "H", "O", "H", "C", "C", "C", "H", "H", "H", "O", "C", "C", "H", "O", "C", "H", "H"], "positions_angstrom": [[-2.33, -5.64, -3.52], [3.89, 6.56, 3.24], [-2.98, -0.43, 0.97], [1.83, 2.98, -1.48], [1.45, 4.53, 2.95], [4.54, 4.54, 1.96], [-1.50, 2.95, 2.72], [-1.78, -4.10, -1.21], [0.96, -4.02, -1.00], [5.56, 6.73, 2.66], [2.15, 2.71, 1.39], [0.66, 1.19, -3.73], [0.51, 1.65, -1.33], [1.75, -0.17, 0.70], [-0.42, 4.96, -3.46], [-3.32, -7.03, -1.81], [-1.90, 1.28, 1.55], [-0.24, -1.85, 0.03], [5.17, 5.55, 0.18], [2.75, -4.57, 0.49], [3.82, -0.32, 2.11], [-5.24, 0.02, 4.12], [-6.95, -2.58, 4.43], [4.38, -5.00, 2.17], [-0.04, -3.07, 2.54], [-1.88, 2.01, -0.82], [4.13, -4.76, 0.69], [-2.60, -0.95, -1.06], [-3.47, -0.34, 0.01], [-3.44, -6.16, -1.16], [-2.09, -2.77, 1.96], [-4.67, -1.61, 3.74], [-2.37, -7.50, -1.56], [-0.06, 0.73, 3.48], [4.61, -0.16, 4.09], [-4.28, -6.10, -3.49], [-7.26, 0.01, 2.29], [3.00, -4.31, -1.55], [-6.52, -1.85, 2.07], [-1.71, 6.47, -5.30], [2.44, -3.89, -0.70], [-1.47, -6.03, -3.33], [-7.43, -1.69, 4.01], [0.91, 0.68, 3.97], [-7.32, 0.69, 2.97], [1.86, -0.25, 3.28], [4.47, -4.05, 2.70], [1.68, 3.44, -2.46], [2.71, -2.83, -0.61], [3.57, -5.59, 2.60], [5.67, 0.46, 2.82], [-3.20, -7.49, -5.24], [5.31, -5.56, 2.31], [4.51, 6.65, 2.35], [-1.31, -2.97, -2.50], [-3.65, 0.72, -0.21], [-3.02, -3.17, -2.06], [0.87, 6.60, -5.18], [2.86, 2.60, -1.45], [-2.00, -3.13, -1.66], [6.23, 5.61, 0.43], [1.79, 5.11, -4.94], [-0.29, 3.78, -5.07], [0.99, 5.41, -6.49], [4.48, -5.61, 0.08], [1.33, -1.47, 0.74], [4.63, 0.42, 3.16], [-4.61, -0.34, 2.51], [0.48, 0.72, 0.40], [-0.18, -0.15, -2.93], [2.93, 5.32, 1.07], [4.32, -1.18, 1.45], [-5.19, -0.74, 3.34], [-8.42, -1.96, 3.65], [-7.54, -0.95, 4.81], [4.91, 6.45, -0.40], [0.78, -3.58, -1.99], [2.46, 0.15, 2.02], [-1.91, -2.10, -0.62], [-1.15, 2.53, -1.45], [-1.04, 3.57, -1.12], [-4.44, -0.85, 0.03], [4.24, 7.58, 1.84], [-3.34, -6.61, -3.27], [0.28, -1.64, -1.27], [-1.14, 1.98, 1.87], [-6.59, -1.12, 2.88], [0.90, 5.53, -5.41], [0.78, 0.30, 4.98], [4.23, 1.41, 3.35], [-0.85, -2.24, 1.87], [-0.90, -1.10, 2.64], [0.15, -3.48, 0.01], [-0.48, 5.89, -3.22], [-4.12, -7.74, -1.59], [1.32, 1.69, 4.00], [0.72, -5.09, -1.09], [2.69, 0.04, -0.39], [1.13, 2.75, 1.77], [2.67, 6.11, 0.58], [-3.18, -7.81, -4.20], [4.30, 5.46, 1.42], [-1.59, 5.28, -6.60], [-3.98, -8.54, -4.04], [5.01, 4.69, -0.47], [-2.22, -8.30, -4.02], [1.59, -0.01, -2.83], [-0.61, -0.17, 0.23], [3.30, 0.83, -0.21], [-0.56, 3.80, 3.10], [-1.61, 5.40, -5.52], [-0.35, 4.85, -4.87], [-2.49, 4.89, -5.13], [4.68, -3.87, 0.36], [3.24, -0.80, -0.52], [2.25, -1.25, 3.81], [0.76, 3.76, 2.64], [0.66, 0.55, -2.84], [1.72, 3.78, -0.75], [-2.59, -0.55, -2.19], [0.16, 1.82, 1.38], [-1.48, 2.49, -2.49], [-0.85, 4.58, 3.81]], "multiplicity": 1, "homo_lumo_gap_ha": 0.2755, "charge": -1, "max_force_ev_per_a": 1.3, "homo_ev": -5.42, "lumo_ev": 2.1}

6.
{"formula": "C35H96N4O15", "method": "ωB97M-V/def2-TZVPD", "elements": ["H", "H", "H", "H", "C", "H", "H", "N", "H", "C", "H", "H", "H", "C", "H", "H", "C", "H", "O", "H", "H", "H", "H", "H", "H", "H", "N", "H", "H", "C", "H", "C", "H", "N", "H", "H", "H", "H", "H", "H", "O", "H", "H", "C", "H", "O", "O", "H", "H", "O", "H", "O", "H", "H", "C", "C", "H", "C", "O", "C", "H", "H", "C", "C", "H", "H", "O", "H", "H", "C", "C", "H", "C", "H", "H", "H", "H", "C", "H", "H", "H", "H", "H", "C", "C", "H", "O", "H", "H", "H", "H", "O", "H", "C", "H", "H", "H", "O", "C", "H", "H", "H", "H", "C", "C", "C", "H", "H", "H", "C", "N", "H", "C", "O", "H", "H", "H", "H", "C", "H", "H", "C", "H", "C", "C", "H", "H", "O", "H", "H", "H", "O", "H", "H", "C", "H", "H", "H", "C", "C", "H", "H", "H", "C", "O", "C", "H", "H", "H", "H"], "positions_angstrom": [[1.31, -2.92, 4.10], [-5.24, 2.42, -2.08], [5.86, 0.53, 2.04], [0.93, 0.99, 6.52], [0.47, -4.79, 6.68], [2.48, 0.27, 3.11], [-1.94, -2.95, -6.11], [3.96, -0.39, 1.85], [0.60, -5.29, 4.59], [1.74, -3.54, 1.37], [-4.89, -5.62, -1.79], [-0.67, -1.35, 1.38], [-5.55, -0.19, 0.06], [-5.14, -2.57, -0.60], [3.52, 3.52, 0.21], [-0.85, 0.64, -0.30], [-0.49, -0.63, 2.14], [3.71, -4.56, 1.33], [4.74, 0.80, -0.59], [6.70, -0.04, -0.23], [-1.55, -1.81, -1.61], [-0.58, 3.27, -0.78], [-4.85, 5.63, -4.45], [1.10, -2.55, -2.92], [-1.37, -0.42, 2.75], [-2.11, 2.91, 4.74], [-0.35, -1.64, -5.60], [-0.42, -0.96, -7.54], [-0.45, 1.56, 4.86], [2.92, 4.02, 1.00], [0.70, -3.70, 1.65], [1.68, -1.10, -6.74], [-1.46, 6.93, -1.19], [-4.84, -0.57, 0.66], [-0.60, 1.51, 7.13], [-3.53, 1.13, -0.89], [-4.16, 3.65, -1.36], [0.67, -0.83, -1.42], [0.14, -2.21, -4.93], [-1.95, 6.77, -3.71], [-0.69, 0.66, 5.23], [-3.32, -1.30, -0.54], [0.13, 1.20, 2.02], [-1.91, 6.07, -1.62], [1.08, -4.72, -3.57], [1.51, 3.91, 0.82], [2.15, -2.39, 2.04], [-3.54, 3.76, 4.08], [-1.90, 4.38, 2.08], [3.10, -0.08, 5.47], [3.48, -0.89, -5.13], [1.34, -3.36, 4.99], [-5.91, -2.78, 0.11], [-3.23, 5.50, -5.31], [0.26, 0.11, -1.86], [-5.31, -4.65, -1.65], [2.13, 0.70, -2.34], [3.85, -0.70, 4.38], [2.23, -2.21, -5.98], [2.68, -4.76, 1.76], [-1.99, -1.04, -3.73], [-3.99, 4.10, -4.76], [3.48, -0.74, 6.67], [0.40, -4.38, 5.21], [1.87, -0.21, -6.08], [0.14, 3.77, 2.39], [-1.16, -2.84, -3.31], [3.18, 3.56, 1.95], [-3.03, -2.48, -3.86], [-5.05, 3.02, -1.19], [1.36, 1.19, -1.73], [-0.64, -4.10, 5.07], [-2.43, 3.73, 4.13], [-6.30, -4.76, -1.32], [4.58, -0.65, 6.82], [4.85, 0.18, -2.66], [-2.12, 4.66, 4.52], [-0.40, 4.33, -0.66], [0.37, -3.89, 7.28], [-5.45, -4.23, -2.68], [4.87, -0.76, 4.66], [-2.34, -1.23, -6.11], [-2.97, 2.25, 0.39], [1.52, -4.37, -2.67], [1.02, 4.62, -0.33], [-2.86, 0.05, 1.18], [-4.50, -3.81, -0.89], [0.11, -0.11, -2.91], [1.74, 4.40, -1.14], [3.20, -1.81, 6.69], [6.06, 1.37, -2.10], [-0.43, 3.15, 2.89], [3.52, -1.79, 4.34], [-1.73, -1.99, -5.56], [-0.28, -5.47, 6.92], [-1.28, 4.40, -2.45], [5.81, -1.25, 1.71], [-4.93, 2.28, 0.03], [3.53, 0.13, 3.15], [1.21, 5.69, -0.15], [-3.66, -2.27, 0.94], [-4.11, 0.96, 2.00], [1.81, -3.41, 0.25], [-1.45, -2.82, -1.92], [-3.85, 5.17, -4.52], [-2.57, 6.33, -2.91], [4.23, -1.81, -6.43], [1.70, 1.33, -0.70], [-5.86, 3.74, -1.11], [-3.75, 1.56, 0.07], [-0.85, 5.09, -1.83], [3.28, 5.03, 1.07], [3.53, -1.87, -5.56], [1.92, -3.03, -2.64], [-2.64, 5.63, -0.97], [-5.51, -2.11, -1.55], [-2.30, 2.67, 2.22], [2.83, -0.44, 7.53], [-0.11, 0.73, 6.55], [2.43, -5.81, 1.41], [0.82, -4.68, -1.85], [-3.87, 0.49, 1.05], [-3.37, 7.06, -2.76], [-1.82, 3.53, 2.76], [5.35, -0.30, 1.51], [3.50, 0.26, 1.28], [2.91, -1.90, 1.68], [-1.00, 0.54, -1.28], [1.04, 2.17, -2.10], [-0.39, -0.21, 7.02], [2.83, -4.70, 2.85], [-3.25, 5.14, -3.27], [-0.92, 4.60, 0.26], [2.41, -5.00, -2.47], [5.60, -0.20, 0.01], [-2.38, -3.30, -1.64], [2.11, -0.98, -7.76], [3.78, -2.59, -4.72], [-4.13, -1.67, 0.11], [5.04, 1.03, -2.03], [3.98, 1.14, 3.26], [0.34, -0.96, 2.71], [5.41, -1.22, -0.48], [0.24, -1.61, -6.93], [-0.19, 0.53, 1.37], [-2.07, -2.05, -4.07], [0.31, -2.60, -7.47], [4.42, 1.91, -2.29], [1.50, -5.22, 6.88], [-0.57, -3.27, -1.54]], "multiplicity": 1, "relative_energy_kj_mol": 0.0, "homo_lumo_gap_ha": 0.3319, "smiles": "COCCNCCOC.COCCNCCOC.COCCNCCOC.COCCNCCOC.CCO.CCO.CCO.CCO.CO.CO.CO", "max_force_ev_per_a": 3.3, "homo_ev": -8.36, "lumo_ev": 0.7}

7.
{"formula": "C2H4HgNaO2", "method": "ωB97M-V/def2-TZVPD", "elements": ["C", "H", "H", "Na", "Hg", "H", "H", "O", "C", "O"], "positions_angstrom": [[-0.42, -0.25, -0.67], [-1.34, 1.53, -1.51], [0.18, 1.85, -0.69], [1.13, -1.09, 2.92], [3.63, -2.95, 1.89], [-1.38, -0.82, -0.66], [0.04, -0.47, -1.66], [0.39, -0.62, 0.40], [-0.77, 1.26, -0.60], [-1.45, 1.55, 0.58]], "multiplicity": 2, "homo_lumo_gap_ha": [0.2055, 0.2017], "max_force_ev_per_a": 2.5, "s2": 0.756, "homo_ev": [-6.94, -6.84], "lumo_ev": [-1.3, -1.3]}